w) {"formula": "C40H61AsBClI2KN7O", "method": "ωB97M-V/def2-TZVPD", "symbols": ["K", "C", "C", "C", "C", "N", "N", "B", "N", "N", "C", "C", "C", "C", "C", "C", "C", "C", "N", "N", "C", "C", "C", "C", "C", "C", "C", "C", "C", "C", "C", "C", "H", "H", "H", "H", "H", "H", "H", "H", "H", "H", "H", "H", "H", "H", "H", "H", "H", "H", "H", "H", "H", "H", "H", "H", "H", "H", "H", "H", "H", "H", "H", "H", "H", "H", "H", "H", "H", "H", "H", "H", "Cl", "C", "C", "C", "I", "C", "O", "C", "N", "C", "C", "C", "C", "H", "H", "H", "H", "C", "C", "As", "C", "C", "C", "C", "H", "H", "H", "H", "H", "H", "H", "H", "H", "H", "H", "H", "H", "H", "H", "I", "C", "H", "H"], "positions_angstrom": [[-0.6926, 0.8454, -0.6214], [1.7648, -1.7518, 4.5037], [1.6785, -0.6632, 3.4823], [2.5998, 0.3276, 3.2231], [2.0337, 1.0877, 2.1779], [0.8615, 0.5776, 1.8225], [0.6396, -0.4902, 2.6323], [-0.7533, -1.1854, 2.7393], [-1.0534, -2.2706, 1.6666], [-1.4235, -1.9669, 0.3939], [-1.8665, -3.0910, -0.1524], [-1.7587, -4.1559, 0.7682], [-1.2475, -3.5875, 1.9142], [-0.9718, -4.2548, 3.2244], [-2.4449, -3.1284, -1.5554], [-3.5573, -2.0813, -1.6859], [-1.3652, -2.8350, -2.5999], [-3.0318, -4.5154, -1.8266], [-1.8997, -0.1432, 2.8179], [-2.3811, 0.5266, 1.7360], [-3.4062, 1.2454, 2.1595], [-3.5910, 1.0660, 3.5508], [-2.6121, 0.1735, 3.9246], [-2.3265, -0.3762, 5.2855], [-4.2522, 2.0937, 1.2335], [-4.1485, 3.5631, 1.6606], [-3.8086, 1.9597, -0.2244], [-5.7118, 1.6356, 1.3563], [2.6172, 2.3215, 1.5193], [3.5434, 1.9081, 0.3680], [1.5020, 3.2063, 0.9678], [3.4270, 3.1131, 2.5498], [2.7084, -1.6539, 5.0426], [1.7386, -2.7425, 4.0456], [0.9459, -1.7068, 5.2241], [3.5418, 0.4707, 3.7286], [-0.7370, -1.7657, 3.7932], [-2.0235, -5.1929, 0.6330], [-1.1739, -5.3218, 3.1221], [-1.6008, -3.8610, 4.0248], [0.0653, -4.1340, 3.5410], [-3.1473, -1.0738, -1.6244], [-4.3068, -2.2160, -0.8990], [-4.0388, -2.1659, -2.6643], [-0.9468, -1.8378, -2.4575], [-1.7886, -2.8344, -3.6078], [-0.5694, -3.5882, -2.5564], [-3.8144, -4.7676, -1.1045], [-2.2599, -5.2903, -1.7820], [-3.4699, -4.5324, -2.8281], [-4.3318, 1.5137, 4.1962], [-3.0382, 0.0492, 5.9943], [-1.3173, -0.1254, 5.6214], [-2.4169, -1.4635, 5.3151], [-3.1203, 3.9180, 1.5629], [-4.4648, 3.6941, 2.6999], [-4.7810, 4.1889, 1.0224], [-2.8234, 2.4004, -0.3761], [-4.5041, 2.4908, -0.8787], [-3.7792, 0.9100, -0.5286], [-6.0791, 1.7412, 2.3813], [-5.8075, 0.5864, 1.0671], [-6.3489, 2.2346, 0.6981], [2.9979, 1.2914, -0.3468], [4.4005, 1.3383, 0.7401], [3.9140, 2.7918, -0.1621], [0.9516, 2.7072, 0.1737], [1.9238, 4.1224, 0.5428], [0.7889, 3.4742, 1.7507], [4.2691, 2.5312, 2.9346], [2.8003, 3.4094, 3.3949], [3.8282, 4.0176, 2.0833], [1.9812, 7.0392, -4.7120], [1.1612, 5.8635, -3.6896], [0.0070, 6.2227, -3.0531], [-0.6683, 5.3152, -2.2337], [-2.4276, 5.9126, -1.2810], [-0.2426, 3.9834, -2.0073], [-0.8440, 3.1512, -1.2948], [1.0245, 3.6397, -2.6867], [1.5079, 2.3944, -2.4561], [2.6157, 2.0252, -3.0440], [3.3423, 2.8562, -3.9151], [2.8876, 4.1197, -4.1480], [1.7023, 4.5645, -3.5251], [-0.3847, 7.2223, -3.1904], [2.9728, 1.0241, -2.8228], [4.2456, 2.4910, -4.3876], [3.4213, 4.7900, -4.8086], [4.3758, -1.6335, 0.4397], [4.0267, -1.4568, -1.0373], [2.0748, -1.4699, -1.3391], [1.7010, -3.1681, -0.4160], [2.5063, -4.4195, -0.7580], [2.0496, -1.8743, -3.2698], [2.9277, -2.9729, -3.8591], [5.4413, -1.4563, 0.6191], [4.1513, -2.6472, 0.7798], [3.8107, -0.9484, 1.0758], [4.5130, -2.2232, -1.6419], [4.3852, -0.4894, -1.3980], [0.6333, -3.3466, -0.5272], [1.8284, -2.9014, 0.6367], [2.1080, -4.9153, -1.6441], [2.4619, -5.1409, 0.0635], [3.5602, -4.2055, -0.9501], [2.2898, -0.9173, -3.7373], [1.0026, -2.0384, -3.5252], [3.9855, -2.8337, -3.6241], [2.8328, -2.9705, -4.9492], [2.6387, -3.9626, -3.5083], [-1.0748, -0.3694, -5.5742], [-1.7114, 0.5493, -3.6535], [-2.5082, 1.2169, -4.0046], [-0.8606, 1.2181, -3.4710]], "lowdin_charge": [0.542, -0.035, -0.291, -0.007, -0.268, 0.118, 0.032, -0.492, 0.029, 0.131, -0.276, -0.001, -0.291, -0.036, -0.537, -0.047, -0.087, -0.077, 0.028, 0.116, -0.260, 0.003, -0.287, -0.041, -0.541, -0.060, -0.056, -0.058, -0.536, -0.048, -0.044, -0.065, 0.072, 0.065, 0.068, 0.097, 0.092, 0.094, 0.071, 0.070, 0.059, 0.045, 0.084, 0.085, 0.034, 0.054, 0.078, 0.079, 0.076, 0.079, 0.096, 0.069, 0.076, 0.067, 0.073, 0.072, 0.073, 0.033, 0.090, 0.074, 0.069, 0.085, 0.077, 0.040, 0.077, 0.088, 0.025, 0.093, 0.097, 0.068, 0.086, 0.079, 0.595, -0.629, -0.213, -0.644, 0.845, -0.481, -0.244, -0.127, 0.139, -0.156, -0.061, -0.050, -0.182, 0.079, 0.067, 0.095, 0.076, -0.181, -0.450, 1.235, -0.432, -0.166, -0.436, -0.165, 0.065, 0.053, 0.040, 0.038, 0.044, 0.024, 0.047, 0.051, 0.062, 0.049, 0.038, 0.008, 0.048, 0.065, 0.043, 0.310, -0.668, -0.131, -0.164], "e_homo_ev": -1.01, "charge": -2}

=====

x) {"formula": "C40H61AsBClI2KN7O", "method": "ωB97M-V/def2-TZVPD", "symbols": ["K", "C", "C", "C", "C", "N", "N", "B", "N", "N", "C", "C", "C", "C", "C", "C", "C", "C", "N", "N", "C", "C", "C", "C", "C", "C", "C", "C", "C", "C", "C", "C", "H", "H", "H", "H", "H", "H", "H", "H", "H", "H", "H", "H", "H", "H", "H", "H", "H", "H", "H", "H", "H", "H", "H", "H", "H", "H", "H", "H", "H", "H", "H", "H", "H", "H", "H", "H", "H", "H", "H", "H", "Cl", "C", "C", "C", "I", "C", "O", "C", "N", "C", "C", "C", "C", "H", "H", "H", "H", "C", "C", "As", "C", "C", "C", "C", "H", "H", "H", "H", "H", "H", "H", "H", "H", "H", "H", "H", "H", "H", "H", "I", "C", "H", "H"], "positions_angstrom": [[-0.5549, -0.0408, -0.3341], [-0.2063, -3.9350, 4.0480], [-0.8288, -2.7571, 3.3736], [-2.0560, -2.1920, 3.6409], [-2.1701, -1.1227, 2.7309], [-1.0874, -1.0549, 1.9867], [-0.2533, -2.0597, 2.3632], [1.1545, -2.3300, 1.7464], [2.0965, -1.1266, 1.9067], [1.8058, 0.1089, 1.4235], [2.7034, 0.9395, 1.9103], [3.6525, 0.2356, 2.6802], [3.2200, -1.0731, 2.6574], [3.8276, -2.2560, 3.3366], [2.5853, 2.4364, 1.7590], [1.5995, 2.8239, 0.6581], [2.0722, 3.0027, 3.0920], [3.9568, 3.0444, 1.4502], [1.1474, -2.9367, 0.2892], [0.6949, -2.3145, -0.8308], [0.7363, -3.1908, -1.8194], [1.2537, -4.4115, -1.3573], [1.4969, -4.2073, -0.0148], [2.0478, -5.2029, 0.9534], [0.1615, -2.9145, -3.1925], [-1.2648, -3.4790, -3.2403], [0.0998, -1.4214, -3.5224], [1.0167, -3.6237, -4.2517], [-3.3524, -0.1879, 2.5617], [-4.5781, -1.0452, 2.2095], [-3.1678, 0.8588, 1.4524], [-3.6032, 0.5435, 3.8866], [-0.8752, -4.2914, 4.8319], [0.7520, -3.6828, 4.5050], [-0.0302, -4.7583, 3.3540], [-2.7624, -2.5086, 4.3905], [1.6127, -3.2102, 2.4071], [4.5100, 0.6282, 3.2013], [4.7337, -1.9429, 3.8573], [4.0985, -3.0393, 2.6263], [3.1516, -2.7015, 4.0684], [0.6661, 2.2716, 0.7665], [2.0122, 2.6238, -0.3341], [1.3519, 3.8845, 0.7455], [1.0377, 2.7035, 3.2659], [2.0867, 4.0948, 3.0790], [2.6859, 2.6483, 3.9231], [4.4191, 2.5549, 0.5893], [4.6366, 2.9533, 2.3008], [3.8495, 4.1085, 1.2258], [1.4215, -5.3208, -1.9093], [2.3032, -6.1154, 0.4126], [1.3298, -5.4597, 1.7329], [2.9475, -4.8381, 1.4498], [-1.9157, -2.9312, -2.5590], [-1.2764, -4.5356, -2.9647], [-1.6708, -3.3791, -4.2511], [-0.5679, -0.8862, -2.8473], [-0.3133, -1.2964, -4.5287], [1.0905, -0.9696, -3.5108], [0.9782, -4.7079, -4.1289], [2.0621, -3.3157, -4.1977], [0.6424, -3.3908, -5.2517], [-4.4384, -1.5360, 1.2448], [-5.4687, -0.4153, 2.1448], [-4.7556, -1.8144, 2.9639], [-2.8967, 0.3903, 0.5060], [-2.4470, 1.6278, 1.7352], [-4.1264, 1.3583, 1.2939], [-3.7377, -0.1619, 4.7095], [-4.5028, 1.1585, 3.8075], [-2.7776, 1.2155, 4.1216], [-5.8415, 2.9590, -4.9048], [-4.8447, 1.9096, -3.9213], [-5.2654, 0.6377, -3.6536], [-4.5005, -0.2314, -2.8757], [-5.2294, -2.1341, -2.4733], [-3.2539, 0.1146, -2.3251], [-2.5361, -0.6423, -1.6282], [-2.8243, 1.4996, -2.6270], [-1.6385, 1.8954, -2.1023], [-1.2327, 3.1291, -2.2735], [-1.9535, 4.0815, -3.0126], [-3.1372, 3.7000, -3.5825], [-3.6143, 2.3825, -3.3972], [-6.2137, 0.2963, -4.0490], [-0.2928, 3.4090, -1.8068], [-1.5712, 5.0886, -3.1084], [-3.7306, 4.3948, -4.1611], [6.1131, 1.1345, -1.9140], [4.9143, 1.6226, -2.7099], [3.2388, 0.6903, -2.1913], [3.7049, -1.0995, -2.9126], [4.0972, -1.2750, -4.3697], [2.0438, 1.6095, -3.4769], [2.3152, 1.6085, -4.9715], [7.0187, 1.6946, -2.1634], [6.3213, 0.0808, -2.1125], [5.9430, 1.2327, -0.8397], [5.0976, 1.5209, -3.7833], [4.7318, 2.6836, -2.5161], [2.8872, -1.7641, -2.6303], [4.5326, -1.3908, -2.2561], [3.2283, -1.2197, -5.0260], [4.5620, -2.2515, -4.5372], [4.8086, -0.5141, -4.6998], [2.0815, 2.6361, -3.0923], [1.0289, 1.2637, -3.2726], [3.3088, 1.9944, -5.2102], [1.5845, 2.2353, -5.4891], [2.2377, 0.6076, -5.3965], [-0.4798, 5.7586, 3.3421], [-1.5783, 3.8519, 2.7224], [-1.1372, 3.7931, 1.7099], [-0.9628, 3.1389, 3.3047]], "lowdin_charge": [0.678, -0.037, -0.281, 0.007, -0.256, 0.059, 0.034, -0.481, 0.026, 0.116, -0.276, 0.009, -0.283, -0.038, -0.535, -0.068, -0.072, -0.053, 0.041, 0.074, -0.282, 0.006, -0.280, -0.035, -0.527, -0.041, -0.041, -0.053, -0.526, -0.049, -0.046, -0.046, 0.072, 0.070, 0.061, 0.099, 0.090, 0.097, 0.071, 0.067, 0.068, 0.051, 0.034, 0.081, 0.056, 0.021, 0.078, 0.060, 0.073, 0.083, 0.097, 0.072, 0.062, 0.066, 0.056, 0.083, 0.084, 0.041, 0.097, 0.043, 0.072, 0.065, 0.081, 0.079, 0.079, 0.071, 0.029, 0.058, 0.093, 0.070, 0.082, 0.080, 0.614, -0.635, -0.212, -0.658, 0.850, -0.487, -0.237, -0.130, 0.091, -0.140, -0.055, -0.041, -0.184, 0.079, 0.101, 0.098, 0.077, -0.196, -0.467, 1.247, -0.440, -0.177, -0.454, -0.165, 0.060, 0.053, 0.052, 0.041, 0.059, 0.022, 0.049, 0.044, 0.064, 0.053, 0.051, 0.030, 0.055, 0.066, 0.045, 0.210, -0.641, -0.167, -0.161], "e_homo_ev": -1.07, "charge": -2}

=====

Relative calculated energies, zero for the most stable structure, unit kcal/mol: w) 0.0; x) 12.0.

=====

w) {"formula": "H14O6S2", "method": "ωB97M-V/def2-TZVPD", "symbols": ["S", "S", "H", "H", "O", "H", "H", "O", "H", "H", "O", "H", "H", "O", "H", "H", "O", "H", "H", "O", "H", "H"], "positions_angstrom": [[-1.5146, -0.4410, -2.4399], [-3.2812, -0.6575, -3.4898], [-2.1550, 0.1938, -1.3773], [-3.4766, -1.9401, -3.0520], [1.5006, 1.5381, 5.9424], [1.5060, 0.6540, 6.4096], [0.5520, 1.6242, 5.7437], [0.3746, -3.5030, 0.9697], [0.4086, -4.1534, 0.3344], [0.8617, -2.7122, 0.6172], [1.4129, -0.5985, 0.8090], [1.5406, 0.3096, 0.7875], [0.5194, -0.7334, 1.2161], [3.2759, 1.0657, -4.7045], [3.7764, 1.3401, -3.8843], [3.7261, 0.4444, -5.1655], [-0.8292, 1.7469, 4.3495], [-1.7796, 1.8237, 4.6490], [-0.7237, 0.8136, 4.2457], [2.6142, 1.7942, 2.4305], [2.3971, 1.0468, 2.9678], [2.7880, 2.5179, 3.0123]], "nbo_charge": [-0.128, -0.136, 0.133, 0.132, -0.956, 0.460, 0.483, -0.954, 0.465, 0.487, -0.955, 0.488, 0.469, -0.940, 0.476, 0.463, -0.936, 0.479, 0.469, -0.956, 0.477, 0.480], "smiles": "SS.O.O.O.O.O.O", "e_homo_ev": -9.51}

=====

x) {"formula": "H14O6S2", "method": "ωB97M-V/def2-TZVPD", "symbols": ["S", "S", "H", "H", "O", "H", "H", "O", "H", "H", "O", "H", "H", "O", "H", "H", "O", "H", "H", "O", "H", "H"], "positions_angstrom": [[1.9256, -0.9650, 0.0486], [3.4414, 0.4882, 0.1173], [1.6915, -0.7602, -1.2598], [4.2134, 0.0144, 1.1406], [-3.1746, 0.7940, 0.6777], [-2.5398, 1.4103, 0.2274], [-3.8454, 0.7197, -0.0127], [-2.7583, -2.0107, 1.0443], [-2.9981, -1.0817, 0.8804], [-1.9617, -1.9234, 1.5811], [-0.3281, 0.1371, -2.0530], [-0.6148, 0.4170, -2.9047], [-0.7861, -0.7054, -1.9962], [-1.8768, -2.1551, -1.7743], [-1.5754, -3.0539, -1.6340], [-2.1754, -1.8791, -0.9026], [-1.2006, 2.2607, -0.3241], [-0.6041, 1.6468, -0.8053], [-0.6945, 2.5481, 0.4421], [-0.0466, 1.8314, 2.1836], [0.7450, 1.2638, 2.1969], [-0.5021, 1.6755, 3.0173]], "nbo_charge": [-0.163, -0.156, 0.173, 0.144, -0.996, 0.510, 0.462, -0.978, 0.501, 0.470, -0.984, 0.473, 0.502, -0.973, 0.481, 0.501, -0.981, 0.506, 0.502, -0.961, 0.484, 0.482], "smiles": "SS.O.O.O.O.O.O", "e_homo_ev": -8.82}

=====

Relative calculated energies, zero for the most stable structure, unit kcal/mol: w) 31.3; x) 0.0.

=====

w) {"formula": "H14O6S2", "method": "ωB97M-V/def2-TZVPD", "symbols": ["S", "S", "H", "H", "O", "H", "H", "O", "H", "H", "O", "H", "H", "O", "H", "H", "O", "H", "H", "O", "H", "H"], "positions_angstrom": [[-3.3034, 0.7796, 0.4822], [-3.8809, -0.1104, -1.3472], [-2.0917, 1.2267, 0.0690], [-5.1789, 0.1883, -1.4441], [4.0955, 3.9735, -0.7653], [3.5284, 4.3198, -1.4547], [4.0950, 4.5907, -0.0346], [2.8205, -1.6482, 0.8525], [2.4443, -2.0762, 0.0812], [2.8739, -2.3408, 1.5200], [2.3951, -5.0721, 0.7942], [1.5298, -5.4532, 0.6284], [2.9532, -5.8016, 1.0564], [-2.6099, -1.8137, 2.9052], [-2.1813, -2.6065, 3.2289], [-1.9279, -1.2575, 2.5270], [0.7106, 3.7910, 1.2322], [0.7317, 2.8254, 1.2289], [1.6773, 3.9500, 1.2463], [-3.0885, 1.0245, -4.6102], [-2.5516, 1.4042, -3.8996], [-3.0413, 0.1068, -4.2969]], "nbo_charge": [-0.119, -0.164, 0.136, 0.148, -0.941, 0.474, 0.468, -0.946, 0.471, 0.475, -0.947, 0.473, 0.474, -0.939, 0.467, 0.471, -0.931, 0.465, 0.466, -0.925, 0.464, 0.461], "smiles": "SS.O.O.O.O.O.O", "e_homo_ev": -9.02}

=====

x) {"formula": "H14O6S2", "method": "ωB97M-V/def2-TZVPD", "symbols": ["S", "S", "H", "H", "O", "H", "H", "O", "H", "H", "O", "H", "H", "O", "H", "H", "O", "H", "H", "O", "H", "H"], "positions_angstrom": [[2.2361, 0.4431, -0.1953], [2.8737, 1.0759, 1.6429], [1.6228, 1.5621, -0.6109], [4.0777, 1.6126, 1.3546], [-2.3552, -1.7415, 0.0252], [-1.7548, -1.6210, 0.7936], [-3.2098, -1.3553, 0.2173], [0.4001, -2.9543, -0.6850], [-0.5301, -2.6954, -0.7408], [0.4180, -3.9202, -0.7243], [-0.6321, 1.8647, -1.3058], [-0.8385, 2.7714, -1.5611], [-1.5197, 1.4911, -1.1788], [-2.4486, -0.2315, -2.4624], [-1.5250, -0.2417, -2.7456], [-2.4321, -0.9138, -1.7720], [-3.2887, 1.2489, 0.3710], [-4.2184, 1.1998, 0.6182], [-2.9017, 1.8262, 1.0398], [-0.1986, -1.0059, 1.5345], [0.4993, -1.1902, 0.8920], [-0.3267, -0.0539, 1.4571]], "nbo_charge": [-0.135, -0.140, 0.155, 0.124, -1.013, 0.515, 0.484, -0.965, 0.488, 0.475, -0.974, 0.468, 0.504, -0.965, 0.469, 0.488, -0.947, 0.475, 0.474, -0.960, 0.503, 0.475], "smiles": "SS.O.O.O.O.O.O", "e_homo_ev": -9.52}

=====

y) {"formula": "H14O6S2", "method": "ωB97M-V/def2-TZVPD", "symbols": ["S", "S", "H", "H", "O", "H", "H", "O", "H", "H", "O", "H", "H", "O", "H", "H", "O", "H", "H", "O", "H", "H"], "positions_angstrom": [[4.3979, -1.5338, -0.0477], [3.4548, 0.0731, -1.0923], [3.4093, -1.8143, 0.8305], [2.1452, -0.2243, -0.9288], [-1.7226, 0.0978, 2.4563], [-0.8418, 0.4949, 2.3783], [-2.1275, 0.7991, 1.8970], [-1.6893, -2.0311, 0.4358], [-1.5236, -1.8544, 1.3809], [-2.6300, -2.2262, 0.4055], [0.0884, 1.9820, -2.5232], [0.6375, 1.8279, -3.2990], [-0.2442, 1.0869, -2.3183], [-1.2312, -0.7081, -2.0313], [-1.2694, -1.2596, -1.2568], [-2.0944, -0.2604, -2.0787], [-1.0423, 2.0420, 0.4151], [-0.4245, 1.5970, -0.1503], [-1.6741, 2.4105, -0.1998], [1.1446, -0.1139, 2.0962], [1.3398, -0.8737, 1.5805], [1.8974, 0.4887, 2.0503]], "nbo_charge": [-0.124, -0.142, 0.124, 0.141, -0.976, 0.492, 0.481, -0.978, 0.511, 0.476, -0.971, 0.474, 0.487, -0.980, 0.507, 0.472, -0.952, 0.481, 0.474, -0.950, 0.469, 0.486], "smiles": "SS.O.O.O.O.O.O", "e_homo_ev": -9.04}

=====

Relative calculated energies, zero for the most stable structure, unit kcal/mol: w) 28.9; x) 0.0; y) 10.4.